[1]
A 4-piece molecular cluster, C18H38FN4O7S overall, computed with the ωB97M-V functional and the def2-TZVPD basis.

```
69
Properties=species:S:1:pos:R:3
O 1.4787 3.1432 -1.3480
C 0.8886 2.5132 -2.1686
O 1.4732 1.6814 -3.0370
C -0.6282 2.5363 -2.1956
C -1.3177 1.3399 -2.0426
C -2.6852 1.3510 -1.9802
N -3.3439 2.5129 -2.0717
C -2.7240 3.6889 -2.2436
C -1.3561 3.7205 -2.3119
S -0.5194 5.2755 -2.5179
O -0.4002 5.8274 -1.2282
O 0.5531 5.0811 -3.4159
F -1.6510 6.0237 -3.2755
H 0.8783 1.4339 -3.7562
H -0.7971 0.3977 -1.9512
H -3.2598 0.4488 -1.8444
H -4.3542 2.5030 -2.0045
H -3.3345 4.5735 -2.3168
C -1.9605 -3.1807 2.3417
C -0.8147 -2.4505 1.6478
C -1.2708 -1.2859 0.7611
O -1.8385 -1.6709 -0.4871
C -3.2021 -2.0542 -0.4331
N 0.0006 -3.4197 0.9173
H -2.4882 -3.8471 1.6592
H -1.5704 -3.7953 3.1506
H -2.6821 -2.4808 2.7683
H -0.1850 -2.0119 2.4273
H -0.3864 -0.6947 0.5057
H -1.9628 -0.6222 1.2982
H -3.7531 -1.4697 0.3110
H -3.3178 -3.1152 -0.2109
H -3.6360 -1.8786 -1.4205
H 0.8276 -2.9615 0.5406
H -0.5155 -3.7092 0.0911
C 3.3879 -4.9184 -2.5579
C 4.1871 -3.9897 -1.6496
C 5.3726 -4.6682 -0.9524
O 5.0207 -5.4964 0.1343
C 4.6070 -6.8082 -0.2001
N 3.2724 -3.3590 -0.6906
H 2.7411 -5.5837 -1.9862
H 2.7479 -4.3348 -3.2196
H 4.0462 -5.5289 -3.1778
H 4.6068 -3.1981 -2.2775
H 6.0061 -3.8865 -0.5250
H 5.9860 -5.2229 -1.6744
H 5.1525 -7.1883 -1.0688
H 3.5332 -6.8589 -0.3969
H 4.8244 -7.4455 0.6555
H 3.7828 -2.6620 -0.1555
H 3.0240 -4.0667 -0.0024
C 0.0395 4.2022 1.7469
C -1.4391 4.5386 1.5995
C -2.0832 5.1147 2.8645
O -2.3601 4.1617 3.8669
C -1.2729 3.8231 4.7116
N -2.1655 3.3490 1.1123
H 0.1907 3.2833 2.3137
H 0.4934 4.0570 0.7669
H 0.5775 5.0073 2.2481
H -1.5253 5.3039 0.8256
H -3.0557 5.5337 2.5900
H -1.4810 5.9375 3.2690
H -0.6253 4.6857 4.8908
H -0.6778 3.0040 4.3010
H -1.6904 3.4958 5.6621
H -3.1289 3.6192 0.9296
H -2.2393 2.6958 1.8883
```

Output
**Net charge**: +1
**DFT total energy**: -53119.209 eV
**Largest force on an atom**: 0.94 eV/A
**2S+1**: 1

Per-atom natural (NBO) charges, elementary charge units: number 1, O, carries -0.479; number 2, C, carries 0.761; number 3, O, carries -0.626; number 4, C, carries 0.009; number 5, C, carries -0.209; number 6, C, carries 0.129; number 7, N, carries -0.412; number 8, C, carries 0.114; number 9, C, carries -0.339; number 10, S, carries 2.444; number 11, O, carries -0.849; number 12, O, carries -0.853; number 13, F, carries -0.463; number 14, H, carries 0.497; number 15, H, carries 0.287; number 16, H, carries 0.260; number 17, H, carries 0.453; number 18, H, carries 0.265; number 19, C, carries -0.615; number 20, C, carries -0.084; number 21, C, carries -0.075; number 22, O, carries -0.573; number 23, C, carries -0.255; number 24, N, carries -0.819; number 25, H, carries 0.201; number 26, H, carries 0.233; number 27, H, carries 0.201; number 28, H, carries 0.196; number 29, H, carries 0.180; number 30, H, carries 0.161; number 31, H, carries 0.171; number 32, H, carries 0.193; number 33, H, carries 0.172; number 34, H, carries 0.365; number 35, H, carries 0.352; number 36, C, carries -0.614; number 37, C, carries -0.079; number 38, C, carries -0.073; number 39, O, carries -0.546; number 40, C, carries -0.249; number 41, N, carries -0.845; number 42, H, carries 0.204; number 43, H, carries 0.213; number 44, H, carries 0.210; number 45, H, carries 0.187; number 46, H, carries 0.185; number 47, H, carries 0.168; number 48, H, carries 0.170; number 49, H, carries 0.164; number 50, H, carries 0.195; number 51, H, carries 0.353; number 52, H, carries 0.362; number 53, C, carries -0.623; number 54, C, carries -0.085; number 55, C, carries -0.073; number 56, O, carries -0.549; number 57, C, carries -0.250; number 58, N, carries -0.868; number 59, H, carries 0.203; number 60, H, carries 0.228; number 61, H, carries 0.220; number 62, H, carries 0.195; number 63, H, carries 0.181; number 64, H, carries 0.177; number 65, H, carries 0.175; number 66, H, carries 0.163; number 67, H, carries 0.199; number 68, H, carries 0.340; number 69, H, carries 0.370


[2]
An isolated ion of composition C3H6FN2O and charge +1 at a distorted geometry, computed with the ωB97M-V functional and the def2-TZVPD basis.

```
13
Properties=species:S:1:pos:R:3
C -0.9543 1.8781 -0.4156
C 0.2845 0.5271 1.0589
C 0.5033 -0.8983 0.3283
N -0.6978 -1.5292 0.1819
N 0.1630 1.4093 -0.0878
O -1.1517 -2.0912 -0.9163
F 1.3315 -0.8095 -0.7875
H -1.1886 2.4940 -1.2160
H -0.5422 0.3627 1.5869
H 1.2567 0.6218 1.5570
H 0.8114 -1.6494 1.0997
H 0.9527 1.5613 -0.6247
H -0.7685 -1.8768 -1.7648
```

Output
**Net charge**: +1
**DFT total energy**: -10938.973 eV
**Largest force on an atom**: 6.83 eV/A
**2S+1**: 1

Per-atom natural (NBO) charges, elementary charge units: number 1, C, carries 0.426; number 2, C, carries -0.245; number 3, C, carries 0.254; number 4, N, carries -0.077; number 5, N, carries -0.482; number 6, O, carries -0.434; number 7, F, carries -0.344; number 8, H, carries 0.205; number 9, H, carries 0.260; number 10, H, carries 0.260; number 11, H, carries 0.243; number 12, H, carries 0.451; number 13, H, carries 0.483


[3]
C28H49LaN2OP3Se as an isolated structure at a distorted geometry, computed with the ωB97M-V functional and the def2-TZVPD basis.

```
85
Properties=species:S:1:pos:R:3
La 0.1761 0.6371 0.5918
P -0.9421 0.0191 2.9063
P -1.8224 1.6471 -0.6938
P 0.4413 3.2661 1.6429
H 2.4398 0.5547 -0.8963
C 2.2680 1.1774 -0.0387
C 2.3204 0.5336 1.3134
H 2.5100 -0.5272 1.3699
C -1.0682 -1.7049 3.0035
C -2.5198 0.6460 3.2667
C 0.1369 0.4684 4.2270
C -1.2934 2.3444 -2.1997
C -2.9313 0.3783 -1.0988
C -2.8420 2.8540 0.0683
C 1.9662 3.4569 2.4806
C -0.7794 3.8442 2.7328
C 0.5274 4.3763 0.2752
H 2.5161 2.2011 -0.1191
H 2.5872 1.1204 2.1512
H -0.1337 -2.2429 2.7800
H -1.8418 -2.1039 2.3467
H -1.3598 -1.8940 4.0298
H -3.2702 0.3185 2.5345
H -2.5598 1.7403 3.3323
H -2.7644 0.2172 4.2468
H 1.1342 0.0213 4.1162
H -0.3543 0.0467 5.1160
H 0.2563 1.5469 4.3601
H -2.2205 2.6230 -2.7242
H -0.7278 1.6395 -2.8308
H -0.6718 3.2409 -2.0755
H -3.7079 0.8727 -1.6775
H -3.3969 -0.0817 -0.2180
H -2.4965 -0.4320 -1.7064
H -3.6310 3.0086 -0.6770
H -2.3446 3.8064 0.2566
H -3.2946 2.5006 1.0034
H 1.9615 4.5201 2.7339
H 2.8460 3.2324 1.8684
H 2.0253 2.8623 3.4053
H -0.5038 4.8945 2.8841
H -0.7488 3.3242 3.6945
H -1.8025 3.7926 2.3412
H 0.8039 5.3350 0.7387
H -0.4261 4.4954 -0.2472
H 1.2946 4.0931 -0.4614
C 3.6603 3.2642 -4.2103
C 4.3038 2.4954 -3.2104
C 5.6874 2.4249 -3.1494
C 6.4788 3.1147 -4.0787
C 5.8579 3.8824 -5.0778
C 4.4771 3.9595 -5.1472
Se 1.7825 3.4316 -4.3844
H 1.4917 2.5211 -3.1789
H 3.6910 1.9574 -2.4870
H 6.1614 1.8271 -2.3714
H 7.5661 3.0563 -4.0271
H 6.4631 4.4207 -5.8025
H 3.9946 4.5549 -5.9221
C -2.9990 -5.7241 -0.3459
N -2.6830 -4.3563 -0.2468
N -1.3534 -3.7656 -0.4755
C -1.3989 -2.4127 -0.0607
O -0.4509 -1.6239 -0.0437
C -2.7981 -2.2173 0.4102
C -3.4868 -3.3879 0.2850
C -4.8378 -3.5996 0.7610
C -0.2573 -4.5661 -0.7450
C -0.3214 -5.6283 -1.6457
C 0.7201 -6.5346 -1.7851
C 1.8764 -6.3768 -1.0141
C 1.9630 -5.3069 -0.1374
C 0.9241 -4.4081 -0.0059
H -4.0100 -5.8842 0.0545
H -2.3311 -6.3446 0.2269
H -3.0671 -6.0470 -1.3982
H -3.2005 -1.4277 0.9881
H -5.5101 -3.9150 -0.0416
H -4.8694 -4.3282 1.5803
H -5.2568 -2.6525 1.1767
H -1.2255 -5.8005 -2.2749
H 0.6350 -7.3827 -2.4830
H 2.6931 -7.1077 -1.1050
H 2.8769 -5.1908 0.4834
H 0.9975 -3.5920 0.7362
```

Output
**Net charge**: +3
**DFT total energy**: -128900.363 eV
**Largest force on an atom**: 7.75 eV/A
**2S+1**: 1

Per-atom Mulliken charges, elementary charge units: number 1, La, carries 0.245; number 2, P, carries 1.251; number 3, P, carries 1.219; number 4, P, carries 0.679; number 5, H, carries 0.674; number 6, C, carries -0.881; number 7, C, carries -0.891; number 8, H, carries 0.495; number 9, C, carries -1.508; number 10, C, carries -1.298; number 11, C, carries -1.234; number 12, C, carries -1.411; number 13, C, carries -1.381; number 14, C, carries -1.465; number 15, C, carries -1.528; number 16, C, carries -1.354; number 17, C, carries -1.276; number 18, H, carries 0.629; number 19, H, carries 0.379; number 20, H, carries 0.320; number 21, H, carries 0.363; number 22, H, carries 0.600; number 23, H, carries 0.269; number 24, H, carries 0.303; number 25, H, carries 0.536; number 26, H, carries 0.370; number 27, H, carries 0.541; number 28, H, carries 0.317; number 29, H, carries 0.460; number 30, H, carries 0.485; number 31, H, carries 0.368; number 32, H, carries 0.678; number 33, H, carries 0.442; number 34, H, carries 0.358; number 35, H, carries 0.604; number 36, H, carries 0.417; number 37, H, carries 0.330; number 38, H, carries 0.535; number 39, H, carries 0.477; number 40, H, carries 0.321; number 41, H, carries 0.561; number 42, H, carries 0.432; number 43, H, carries 0.282; number 44, H, carries 0.555; number 45, H, carries 0.314; number 46, H, carries 0.307; number 47, C, carries 0.253; number 48, C, carries 0.535; number 49, C, carries -0.503; number 50, C, carries -0.535; number 51, C, carries -0.600; number 52, C, carries -0.468; number 53, Se, carries 0.139; number 54, H, carries -0.168; number 55, H, carries -0.136; number 56, H, carries 0.353; number 57, H, carries 0.385; number 58, H, carries 0.392; number 59, H, carries 0.328; number 60, C, carries -0.976; number 61, N, carries 0.143; number 62, N, carries 0.352; number 63, C, carries 0.044; number 64, O, carries -0.396; number 65, C, carries -0.439; number 66, C, carries 0.191; number 67, C, carries -2.007; number 68, C, carries 0.521; number 69, C, carries -0.057; number 70, C, carries -0.852; number 71, C, carries -0.483; number 72, C, carries -0.770; number 73, C, carries 0.049; number 74, H, carries 0.352; number 75, H, carries 0.401; number 76, H, carries 0.330; number 77, H, carries 0.680; number 78, H, carries 0.459; number 79, H, carries 0.459; number 80, H, carries 0.382; number 81, H, carries 0.459; number 82, H, carries 0.403; number 83, H, carries 0.403; number 84, H, carries 0.361; number 85, H, carries 0.125